a.
DFT (ωB97M-V/def2-TZVPD) results for a single C3H6N2OS molecule.

Results
HOMO ... -8.416 eV
Multiplicity ... 1
Gap between HOMO and LUMO ... 9.21 eV
SMILES ... O/N=C1/NCCS1

XYZ file:
```
13
C3H6N2OS | the Open Molecules 2025 dataset | ωB97M-V/def2-TZVPD
O -1.73025 -2.20495 -1.15387
N -0.93812 -1.98736 0.00367
C -0.35494 -0.86357 -0.09438
N 0.54202 -0.40355 0.86414
C 0.64704 1.05367 0.83816
C 0.68983 1.41570 -0.63396
S -0.51378 0.30437 -1.43230
H -2.19399 -3.03350 -0.93506
H 0.38978 -0.84373 1.78293
H -0.26486 1.55722 1.31222
H 1.57459 1.35023 1.34684
H 0.45296 2.43606 -0.82783
H 1.69971 1.21939 -1.07055
```


b.
DFT (ωB97M-V/def2-TZVPD) results for a single C3H6N2OS molecule.

Results
HOMO ... -8.762 eV
Multiplicity ... 1
Gap between HOMO and LUMO ... 9.11 eV
SMILES ... N/C=N/CC(O)=S

XYZ file:
```
13
C3H6N2OS | the Open Molecules 2025 dataset | ωB97M-V/def2-TZVPD
N 2.62648 -0.21945 -0.45080
C 1.27978 -0.37173 -0.01132
N 0.44265 0.52416 0.01283
C -0.69996 0.27032 0.89633
C -1.95304 0.26014 0.07182
O -2.30005 1.41097 -0.51799
S -2.52087 -1.18708 -0.25019
H 3.00819 0.23714 -1.32616
H 2.99603 -1.31581 -0.59259
H 1.01350 -1.44704 0.43969
H -0.40378 -0.66901 1.41952
H -0.61260 1.23489 1.62041
H -2.87634 1.27250 -1.31156
```


Which of them is the most stable, and which is the least stable? a and b, in that order.


a.
DFT (ωB97M-V/def2-TZVPD) results for C3H6N2OS as an isolated structure.

Results
HOMO ... -9.062 eV
Multiplicity ... 1
Gap between HOMO and LUMO ... 8.76 eV

XYZ file:
```
13
C3H6N2OS | the Open Molecules 2025 dataset | ωB97M-V/def2-TZVPD
C -0.95758 0.57999 0.77393
C 0.97386 -0.58459 0.52846
C 1.50891 -0.24436 -0.82126
H -2.66766 0.00991 0.37332
H -2.77408 1.87714 0.46698
H -0.17840 1.45973 0.89233
H 1.44240 0.06481 1.19924
H 1.30012 -1.70513 0.51835
H 1.22871 -1.35970 -2.41735
N -2.31064 0.74013 1.07610
N -0.43246 -0.57300 0.41511
O 0.96034 -1.46573 -1.51858
S 1.90646 1.20079 -1.48663
```


b.
DFT (ωB97M-V/def2-TZVPD) results for a single C3H6N2OS molecule.

Results
HOMO ... -8.965 eV
Multiplicity ... 1
Gap between HOMO and LUMO ... 9.67 eV
SMILES ... CS/C=N\NC=O

XYZ file:
```
13
C3H6N2OS | the Open Molecules 2025 dataset | ωB97M-V/def2-TZVPD
C -1.50544 0.88158 -0.43680
S 0.14357 1.76457 -0.22781
C 1.25789 0.40944 -0.29992
N 1.34558 -0.83156 -0.45964
N 0.12996 -1.54153 -0.56352
C -0.54678 -1.68954 0.65919
O -0.41865 -0.96265 1.66687
H -2.00246 0.63460 0.62251
H -1.45307 0.05979 -1.12062
H -2.11966 1.71049 -0.80972
H 2.21657 0.91046 -0.07768
H 0.17781 -2.39353 -1.21055
H -1.32993 -2.45103 0.53340
```


Which of them is the most stable, and which is the least stable? b and a, in that order.


a.
DFT (ωB97M-V/def2-TZVPD) results for a single C3H6N2OS molecule.

Results
HOMO ... -8.684 eV
Multiplicity ... 1
Gap between HOMO and LUMO ... 7.76 eV
SMILES ... CNNC(=S)C=O

XYZ file:
```
13
C3H6N2OS | the Open Molecules 2025 dataset | ωB97M-V/def2-TZVPD
C -1.75206 -0.72245 0.43894
N -0.88220 -0.28197 -0.63567
N 0.44129 -0.73170 -0.55647
C 1.47821 0.03421 -0.18745
S 3.00891 -0.55026 0.03211
C 1.25641 1.53466 0.04585
O 0.25227 2.18694 -0.18419
H -2.09359 -1.73232 0.21474
H -1.22731 -0.73519 1.39992
H -2.61341 -0.03233 0.49072
H -0.75502 0.70366 -0.66921
H 0.71103 -1.68216 -0.82518
H 2.17546 2.00891 0.43589
```


b.
DFT (ωB97M-V/def2-TZVPD) results for a single C3H6N2OS molecule.

Results
HOMO ... -9.160 eV
Multiplicity ... 1
Gap between HOMO and LUMO ... 9.42 eV
SMILES ... C=NNCC(=O)S

XYZ file:
```
13
C3H6N2OS | the Open Molecules 2025 dataset | ωB97M-V/def2-TZVPD
C -1.31648 0.29916 -1.34856
N -1.46429 -0.58602 -0.47106
N -0.64181 -0.67508 0.63108
C 0.27895 0.30597 0.94074
C 1.36512 0.51628 -0.12155
O 1.79969 1.66223 -0.33304
S 2.09200 -1.08602 -0.60397
H -2.16516 0.37200 -2.11971
H -0.40320 0.90840 -1.35606
H -1.09424 -1.23739 1.43181
H -0.40968 1.26487 1.15268
H 0.73827 0.10581 1.96788
H 1.22083 -1.85021 0.22977
```


c.
DFT (ωB97M-V/def2-TZVPD) results for C3H6N2OS as an isolated structure.

Results
HOMO ... -8.672 eV
Multiplicity ... 1
Gap between HOMO and LUMO ... 8.95 eV

XYZ file:
```
13
C3H6N2OS | the Open Molecules 2025 dataset | ωB97M-V/def2-TZVPD
C 0.03882 2.04198 -0.71261
C -0.59792 0.28856 0.80299
C 0.66621 -1.92395 0.19501
H -0.08328 3.16337 -0.93481
H -0.34562 1.33756 -1.48772
H 1.13124 1.72264 -0.72182
H 0.40266 -0.15817 -1.11052
H 2.20056 -1.87325 0.03103
H -1.38450 -2.67432 0.80595
N 0.23841 -0.59494 -0.07790
N -0.08788 -2.88440 0.67220
O -0.63657 1.53530 0.42057
S -1.54213 0.01962 2.11762
```


Which of them is the most stable, and which is the least stable? a and c, in that order.


a.
DFT (ωB97M-V/def2-TZVPD) results for a single C3H5I molecule.

Results
HOMO ... -9.103 eV
Multiplicity ... 1
Gap between HOMO and LUMO ... 8.05 eV
SMILES ... C=C(C)I

XYZ file:
```
9
C3H5I | the Open Molecules 2025 dataset | ωB97M-V/def2-TZVPD
C -1.02222 -0.63850 0.63216
C -0.19465 -0.17094 -0.20540
C 0.80631 0.82189 -0.06888
I 0.07326 -1.55417 -2.47949
H -1.80377 -1.33629 0.43530
H -1.11360 -0.38426 1.59710
H 1.28415 1.33647 -1.00136
H 0.29978 1.56265 0.55479
H 1.67073 0.36315 0.53578
```


b.
DFT (ωB97M-V/def2-TZVPD) results for a 2-piece molecular cluster, C3H5I overall.

Results
HOMO (alpha / beta) ... -8.686 / -8.685 eV
Multiplicity ... 1
Gap between HOMO and LUMO (alpha / beta) ... 8.40 / 8.40 eV

XYZ file:
```
9
C3H5I | the Open Molecules 2025 dataset | ωB97M-V/def2-TZVPD
C 0.73775 -1.71171 -0.47240
C 1.15185 -0.52809 -0.17499
C -0.19169 1.44756 0.11152
I 3.15765 0.06569 0.07969
H 1.34739 -2.72974 -0.57757
H -0.34337 -2.04023 -0.62104
H 0.13856 2.16138 -0.59717
H -1.08068 0.80873 -0.11714
H 0.11044 1.79563 1.11863
```


Which of them is the most stable, and which is the least stable? a and b, in that order.


a.
DFT (ωB97M-V/def2-TZVPD) results for a 3-piece molecular cluster, C7H20NO2 overall.

Results
HOMO ... -12.174 eV
Multiplicity ... 1
Gap between HOMO and LUMO ... 9.25 eV
Charge ... +1

XYZ file:
```
30
C7H20NO2 | the Open Molecules 2025 dataset | ωB97M-V/def2-TZVPD
C -1.55553 -2.15205 0.14643
C -0.56963 -0.99351 0.23602
C -0.40433 -0.24880 -1.05247
C 0.77728 0.73366 -1.18696
C 2.09271 -0.93671 -2.46876
C 2.05288 -0.15850 -1.38428
C 3.01361 -0.40376 -0.26190
N -0.78523 -0.11014 1.45247
H -1.06332 -3.10419 0.24499
H -2.03874 -2.21360 -0.84360
H -2.42330 -2.13256 0.81967
H 0.42765 -1.45047 0.39876
H -0.35643 -1.04370 -1.80921
H -1.29594 0.36746 -1.25584
H 0.64986 1.31643 -2.11153
H 0.90716 1.53914 -0.46150
H 2.85626 -1.66495 -2.74241
H 1.63318 -0.63986 -3.41922
H 2.95167 -1.40274 0.15004
H 4.04878 -0.09703 -0.54882
H 2.82810 0.21487 0.61734
H -0.36552 0.81412 1.31111
H -1.77186 0.18502 1.51932
H -0.52450 -0.65182 2.26976
H -1.03534 3.06513 2.68094
H 0.57481 2.90050 2.88927
O -0.21349 2.66569 2.41445
H -4.11489 1.55807 0.67249
H -3.09161 2.48513 0.71067
O -3.20430 1.55914 1.01279
```


b.
DFT (ωB97M-V/def2-TZVPD) results for a 3-piece molecular cluster, C7H20NO2 overall.

Results
HOMO ... -12.278 eV
Multiplicity ... 1
Gap between HOMO and LUMO ... 9.32 eV
Charge ... +1

XYZ file:
```
30
C7H20NO2 | the Open Molecules 2025 dataset | ωB97M-V/def2-TZVPD
C -2.33240 -0.50368 -1.35149
C -1.14714 -0.58862 -0.39628
C -0.04556 0.47601 -0.54114
C -0.63138 1.83735 -0.06360
C -0.34259 2.24932 1.45224
C 0.79026 1.64002 2.14570
C 1.69699 2.41691 2.72352
N -0.52458 -1.98504 -0.51736
H -2.04446 -0.24678 -2.40643
H -2.94298 0.39237 -1.08558
H -3.11672 -1.27898 -1.24669
H -1.31223 -0.67606 0.66697
H 0.87388 0.19801 -0.01814
H 0.07248 0.73849 -1.61508
H -0.18818 2.62001 -0.66758
H -1.68324 1.90629 -0.16668
H -0.30330 3.38748 1.46415
H -1.29853 2.02382 2.03388
H 0.88827 0.53312 2.29094
H 2.63370 2.04393 3.14904
H 1.64607 3.51748 2.67426
H -1.32667 -2.64684 -0.49068
H 0.26374 -2.25398 0.15207
H -0.22535 -2.22670 -1.46045
H 3.18939 -2.04884 0.76383
H 2.62868 -0.64617 0.81496
O 2.35804 -1.57325 0.85156
H 0.72836 -3.74104 -2.61439
H 0.90735 -2.75846 -3.76140
O 0.78807 -2.80617 -2.78019
```


Which of them is the most stable, and which is the least stable? a and b, in that order.


a.
DFT (ωB97M-V/def2-TZVPD) results for a 2-piece molecular cluster, C5H13BrN overall.

Results
HOMO (alpha / beta) ... -13.290 / -14.150 eV
Multiplicity ... 1
Gap between HOMO and LUMO (alpha / beta) ... 8.64 / 9.31 eV
Charge ... +1

XYZ file:
```
20
C5H13BrN | the Open Molecules 2025 dataset | ωB97M-V/def2-TZVPD
C 0.73745 -2.00165 -0.09142
C 0.07980 1.67456 0.68513
C -1.44964 -0.14706 0.40149
C -0.22527 0.70481 -1.49336
C 0.93076 -0.56037 0.22188
N -0.15160 0.40756 -0.04069
Br 2.67317 0.10082 -0.15311
H 1.59851 -2.55385 0.28056
H 0.69511 -2.17313 -1.17186
H -0.14838 -2.42745 0.37069
H 0.25293 1.45562 1.73932
H 0.94588 2.20210 0.28806
H -0.79330 2.31805 0.58794
H -1.39091 -0.41051 1.45681
H -2.23070 0.59665 0.26464
H -1.71204 -1.02776 -0.17784
H -0.47329 -0.19512 -2.05399
H -0.99456 1.45303 -1.67657
H 0.72928 1.09431 -1.84582
H 0.92679 -0.51060 2.40816
```


b.
DFT (ωB97M-V/def2-TZVPD) results for a 2-piece molecular cluster, C5H13BrN overall.

Results
HOMO ... -14.043 eV
Multiplicity ... 1
Gap between HOMO and LUMO ... 10.76 eV
Charge ... +1

XYZ file:
```
20
C5H13BrN | the Open Molecules 2025 dataset | ωB97M-V/def2-TZVPD
C -1.71577 2.16507 1.15569
C 0.25307 -2.35367 -0.09673
C 1.65529 -0.70336 -1.23897
C -0.44830 0.07491 -0.45014
C -0.29599 1.88598 0.69809
N 0.66149 -0.90464 -0.16082
Br 0.88540 1.32830 2.10154
H -2.00870 3.07763 1.60603
H -2.00990 1.47808 2.05148
H -2.38364 2.06486 0.23300
H 1.07868 -3.09151 0.22515
H -0.73498 -2.46658 0.38699
H -0.02420 -2.62353 -1.13979
H 1.44595 -1.31430 -2.18763
H 1.65433 0.26039 -1.58084
H 2.60218 -0.95844 -0.81327
H -1.39377 -0.35002 -0.15085
H -0.35444 0.31252 -1.54557
H 0.13884 2.70835 0.15993
H 0.99444 -0.59003 0.74671
```


c.
DFT (ωB97M-V/def2-TZVPD) results for a 2-piece molecular cluster, C5H13BrN overall.

Results
HOMO (alpha / beta) ... -12.179 / -13.691 eV
Multiplicity ... 1
Gap between HOMO and LUMO (alpha / beta) ... 7.50 / 9.86 eV
Charge ... +1

XYZ file:
```
20
C5H13BrN | the Open Molecules 2025 dataset | ωB97M-V/def2-TZVPD
C 2.24633 -2.20749 -0.79618
C -1.80148 1.05811 -1.03525
C -0.94425 1.75253 1.11774
C -0.77595 -0.49251 0.54112
C 1.97856 -1.26359 0.37058
N -0.72555 0.85326 0.00947
Br 2.38240 0.57677 0.28795
H 3.35393 -2.13890 -0.93406
H 1.70433 -1.96482 -1.75377
H 1.94501 -3.23708 -0.59541
H -1.52998 0.74368 -2.03330
H -2.72868 0.45849 -0.64593
H -2.18888 2.05796 -1.20774
H -1.96785 1.85158 1.67956
H -0.17852 1.41955 1.83082
H -0.87036 2.85910 0.78878
H -1.09687 -1.25798 -0.16614
H -1.12677 -0.47631 1.58274
H 2.16589 -1.58658 1.41632
H 0.15872 0.99421 -0.45734
```


Which of them is the most stable, and which is the least stable? b and c, in that order.